1.
155
Properties=species:S:1:pos:R:3 method="wB97M-V/def2-TZVPD" smiles=COC[C@H](C)N.COC[C@H](C)N.COC[C@H](C)N.COC[C@H](C)N.COC[C@H](C)N.c1cc[nH]c1.c1cc[nH]c1.c1cc[nH]c1.c1cc[nH]c1.c1cc[nH]c1.c1cc[nH]c1.c1cc[nH]c1 charge=0
O -3.26336 -2.95372 2.46172
O 2.62736 -2.96042 3.11952
O 2.96235 3.89846 1.12467
O -5.57958 0.23395 -3.17618
O 5.16180 -1.35850 6.89514
N -9.13745 -0.73455 -2.60417
N -1.38501 1.07575 4.06573
N -0.68134 2.64083 -3.21934
N 2.10481 0.25996 -5.90034
N -3.00301 -1.43193 4.66139
N 3.92124 0.02180 -2.39634
N 0.67766 0.64819 -0.96795
N 3.37755 4.96556 -1.81337
N 3.06357 -0.25600 5.57196
N -1.37492 0.87378 -5.69643
N 1.05756 -4.27425 -2.62907
N -0.36849 -1.17973 1.90359
C 6.03818 -1.48286 7.98230
C -1.48698 0.53182 -0.44610
C -2.37355 2.03891 3.94383
C 3.99962 1.47825 -0.68476
C 3.05279 -4.78836 -3.48729
C 4.13446 0.14935 -0.19094
C -4.13010 -3.26488 3.53178
C 4.60042 0.84900 4.05923
C -1.46050 2.06660 6.08187
C 2.17458 -4.62187 -4.58080
C 5.53237 -0.39463 5.98838
C 2.68671 5.53435 -0.57611
C 2.89511 1.06283 -6.65355
C -6.71651 -0.35422 -2.57214
C 2.79860 -0.90329 -5.51650
C 4.43696 -0.36041 4.94392
C -2.02726 2.93355 -3.24772
C -2.40727 2.72721 5.14756
C 0.40029 -2.28935 2.52909
C 2.34777 -4.51651 -2.33179
C -3.82487 -3.04521 1.17484
C -1.06138 -0.27303 -4.99696
C -0.80436 4.54702 -4.32565
C -3.36470 -2.87300 4.84123
C -0.84560 1.11338 5.31926
C -2.09894 0.58163 -6.80297
C 4.16932 -0.68772 -1.30159
C 4.12205 0.40759 -6.79135
C 0.92336 -4.40122 -4.03426
C 0.37419 -3.54198 1.55325
C -4.17719 -3.15968 6.07605
C 1.97434 4.37019 0.18786
C -1.60052 -1.31625 -5.66592
C -4.41205 -0.37996 -2.81567
C 0.07603 3.60013 -3.78944
C 0.16736 -0.42028 -1.70991
C 2.44065 -3.31479 4.45785
C -8.08484 0.20471 -3.02765
C 2.47979 3.13353 2.13702
C 3.98020 -0.81669 -6.11281
C 1.82110 -1.86240 2.67851
C -0.28549 1.12025 -0.16809
C 3.96899 1.36069 -2.05886
C 1.67879 6.66773 -0.95757
C -8.41897 1.57527 -2.42432
C -1.20565 -0.42113 -1.45630
C -2.12434 4.15288 -3.93630
C -2.23370 -0.78017 -6.90083
H 4.24062 -1.79784 -1.32961
H 2.42199 -4.63261 -5.60694
H -1.03003 0.42909 3.38585
H -0.50736 5.45400 -4.85316
H 2.17307 2.10538 1.75086
H -3.13652 3.46673 5.37234
H -10.04315 -0.30379 -2.56139
H 1.98736 -2.51623 5.03466
H 0.00316 1.85374 0.59101
H 0.78224 -0.98218 -2.37399
H 3.30666 3.06384 2.87044
H -8.08428 0.39030 -4.13632
H -1.70352 -2.37518 -5.34456
H -0.29463 -1.19632 0.86821
H 4.32433 -0.17436 0.81787
H -3.71365 -4.08009 0.82565
H 2.24515 -1.69700 -5.04284
H -2.46332 -3.46007 4.82938
H 4.71374 -1.55752 -6.14066
H 0.01049 -4.40052 -4.57053
H -6.59320 -1.43390 -2.79779
H -8.47159 1.47134 -1.33566
H 1.65495 0.69557 -0.74543
H 2.67573 2.10463 -6.79721
H -1.37506 2.26608 7.11070
H -4.47956 -1.48043 -2.88895
H 2.79560 0.67901 5.67427
H 5.48269 0.77560 3.41998
H 5.80117 -2.45652 8.42913
H -0.34500 1.82959 -2.76882
H -1.12930 1.77420 -5.27423
H 1.13419 3.38620 -3.75445
H -4.37838 -4.29508 3.45430
H 2.63888 -4.23269 -1.31770
H -4.33245 -4.21835 6.27377
H -0.01219 0.43902 5.53859
H 0.83526 -4.44077 2.02613
H 1.75658 3.59782 -0.52133
H -2.36079 -1.32560 3.91402
H 3.17415 -0.62532 6.46416
H 0.93308 -3.28279 0.63577
H -0.15520 -2.58007 3.42906
H 3.37255 5.95298 0.14445
H -2.55928 -1.05591 5.47074
H 3.42961 -3.49130 4.96554
H 1.85749 -1.11796 3.48344
H 2.74472 5.20460 -2.57189
H -2.37890 1.39266 -7.43716
H 7.04293 -1.54949 7.63223
H -3.60534 -0.09080 -3.46932
H 5.68963 0.58653 6.58620
H 6.49496 -0.65113 5.56727
H 2.18184 7.50715 -1.46003
H -2.62657 -1.35060 -7.69067
H -9.18193 -1.58225 -3.23443
H 0.90361 6.24759 -1.61416
H 3.92944 2.39599 -0.09525
H 5.94430 -0.73144 8.69211
H -5.08671 -2.66051 3.40701
H -4.07160 -0.15470 -1.79317
H 4.20495 5.55571 -1.96537
H -9.39181 1.89994 -2.82839
H 1.04864 4.72579 0.69978
H -2.75754 2.29525 -2.82073
H 2.29688 -1.54870 1.74675
H -0.66593 -0.25102 -3.96630
H 4.35891 -1.27589 4.38803
H 4.65270 1.79484 4.64407
H 0.34364 -4.06383 -1.98081
H 3.88602 -0.38720 -3.37623
H 1.62627 3.59505 2.64204
H 5.00606 0.77813 -7.23708
H -1.93876 -1.05922 -1.89210
H 4.01381 2.06148 -2.92067
H 1.82665 -4.18002 4.70254
H -5.19707 -2.71371 6.03061
H -2.73225 2.20628 2.93038
H -7.70489 2.37732 -2.64762
H 4.08715 -4.97426 -3.55029
H -2.42885 0.76672 0.01557
H 1.17505 6.99720 -0.11019
H -0.57691 -3.80195 1.20241
H 1.13004 0.43941 -5.72378
H -6.63122 -0.19640 -1.51134
H -2.99970 4.77199 -4.04188
H -1.38246 -1.44976 1.92572
H -4.92072 -2.75647 1.28275
H 3.78622 0.96158 3.28957
H -3.33087 -2.31074 0.51508
H -3.63666 -2.75201 6.94975

---

2.
16
Properties=species:S:1:pos:R:3 method="wB97M-V/def2-TZVPD" relative_energy_kcal_mol=25.2 smiles=CC.CC charge=0
C 0.10839 -0.40864 -2.75378
C -0.31548 0.32205 2.35685
C -0.84643 -0.96024 -1.68421
C 1.06030 0.99159 2.04145
H 0.82426 -1.11759 -3.18620
H -0.85293 0.53584 3.30419
H -0.45301 -1.41132 -0.74264
H -0.18787 -0.71985 2.28102
H 1.85913 0.22933 2.11808
H 0.89001 0.15701 -2.26221
H -1.46151 -1.65076 -2.29167
H -1.42074 -0.15740 -1.21052
H 1.06848 1.59204 1.03655
H -0.94163 0.72805 1.66362
H -0.49115 0.09686 -3.51775
H 1.16019 1.77301 2.84725

---

Taking the records one at a time from the top gives Kohn-Sham gap values of 8.7 12.4 eV.
Taking the records one at a time from the top gives lowest unoccupied orbital energy values of 0.6 1.1 eV.